(1)
Entry from the Open Molecules 2025 dataset: 2 unconnected molecules or ions with the total composition C3H8O4 in a non-equilibrium geometry (the ωB97M-V functional and the def2-TZVPD basis).

```
15
Properties=species:S:1:pos:R:3:forces:R:3
O 2.61788 -1.78791 2.13294 -0.7 -0.9 0.4
O 0.31324 -0.53166 -0.42702 -0.3 -2.2 1.0
C -1.36601 1.38104 -1.20526 -1.7 0.5 -0.2
H -1.90198 1.79039 -2.08311 0.5 -0.1 0.4
H -1.27116 -0.26814 0.88566 0.2 0.2 -0.1
H 1.72026 0.78345 -0.82241 -0.4 0.0 0.5
C -1.04489 -0.64567 -0.13007 -0.7 -0.4 -0.1
C 0.67996 0.76118 -0.44462 2.7 1.9 -0.5
H 1.67828 -1.78120 2.42511 1.0 -0.1 -0.4
O -1.73319 0.04996 -1.10781 -1.4 -1.0 -0.6
H 2.87748 -2.73681 2.15420 -0.3 1.0 0.0
H -1.79379 1.85271 -0.29973 0.7 0.5 0.1
H 0.65596 1.32346 0.50865 -0.4 -0.6 0.2
H -1.41341 -1.68771 -0.19166 0.7 0.4 0.0
O -0.01861 1.49686 -1.39483 0.0 0.9 -0.6
```
Positions in Å, forces in eV/Å.

Output
Frontier orbital gap = 0.4062 hartree
SMILES string = C1OCOCO1.O
Relative energy (zero: lowest compared OMol25 entry of this formula, charge and spin) = 46.81 kcal/mol

(2)
Entry from the Open Molecules 2025 dataset: a molecular structure, C22H40N7O2PdS2Si in a non-equilibrium geometry (the ωB97M-V functional and the def2-TZVPD basis).

```
75
Properties=species:S:1:pos:R:3:forces:R:3
C -1.96087 4.00901 0.93606 0.1 -0.1 0.1
C -2.51537 -0.12472 2.59485 0.1 -0.1 -0.2
H -1.11605 1.61480 4.87340 0.0 0.0 -0.1
H 1.25487 -4.97903 2.90727 0.0 0.0 0.0
C -3.54068 -0.22988 3.73459 0.1 0.2 0.0
H -4.49873 4.35017 1.88102 0.0 0.0 0.0
C -3.67277 2.34172 0.30758 0.1 0.0 0.0
C -1.67219 -0.57674 -3.10131 -0.1 -0.2 -0.1
C -1.63246 0.77266 -3.26934 0.0 0.2 -0.1
H -4.40371 0.42477 3.56678 0.0 -0.1 0.0
H 2.85784 -5.16206 2.15777 0.0 0.0 0.0
H 1.06178 0.28897 3.12361 -0.1 0.0 -0.1
S -0.60310 1.87448 -2.38771 0.0 -0.4 0.4
H -1.67865 -2.03467 3.19741 0.0 0.0 0.0
C 2.03224 0.34053 2.64649 0.1 -0.1 0.2
H 4.46609 -0.34446 1.73920 0.0 0.0 0.0
C -3.91204 3.61474 2.44381 0.1 -0.1 0.1
H 2.62893 1.10575 3.13815 -0.1 0.1 0.0
C -3.16656 -0.67853 1.31471 0.1 0.0 0.2
N -3.28539 -2.01254 -4.53483 0.1 0.1 0.0
H 1.51254 -0.06212 0.67950 0.4 -0.1 0.7
H 4.03504 -3.76414 4.15196 0.0 0.0 0.0
H 2.29491 0.49184 -1.15062 -0.1 -0.2 0.0
H 1.56604 -4.28369 1.30977 0.0 0.0 0.0
H -1.29718 4.42505 1.70269 0.0 0.0 0.0
H -2.52264 -0.55065 0.44835 0.1 0.0 -0.2
H -3.10205 0.03169 4.70159 -0.1 -0.1 0.0
H 2.41361 -3.97986 4.83062 0.0 0.0 0.0
Si -1.85409 1.67560 2.48588 -0.1 0.0 0.2
H -4.05514 3.15533 -0.32048 0.0 0.0 0.0
C 4.18991 -0.82919 2.67834 -0.1 0.0 0.1
H 3.08386 -2.35032 4.65281 0.0 0.0 0.0
H 3.49917 4.69548 0.90739 0.0 0.0 0.0
N 1.78663 0.78005 1.23569 0.9 -0.9 0.0
C 2.93290 1.39961 0.53933 -1.2 0.5 -0.2
H 3.47499 3.65946 2.34136 0.0 0.0 0.0
C 1.27328 3.07054 0.78135 0.1 0.0 0.0
H -4.52630 1.74596 0.63399 0.0 0.0 0.0
H -4.12558 -0.20781 1.10352 0.0 0.0 0.0
H -2.74714 2.29223 4.74470 0.2 0.0 0.0
H -0.67591 -1.14493 2.05345 0.1 0.0 0.0
H 3.70723 1.34447 -1.28230 0.0 0.0 0.0
H 4.64810 3.35562 1.04022 0.0 0.0 0.0
O -0.23133 1.79614 2.11306 0.3 0.0 0.1
C -2.56924 -1.35529 -3.91433 0.0 0.0 0.0
H 4.62301 -1.82777 2.69183 0.0 0.0 0.0
H 4.61122 -0.25914 3.50933 0.0 0.0 0.0
N -3.14326 1.91869 -5.03327 0.0 0.0 0.0
C 2.15527 -2.06643 2.23964 -0.1 -0.2 0.1
C -2.47769 1.38595 -4.25674 0.0 0.0 0.0
H -2.55076 4.82930 0.50962 0.0 0.0 0.0
H -1.35268 3.58639 0.13324 0.0 0.0 0.0
S -0.70848 -1.50316 -1.97825 -0.1 0.3 0.4
H -0.72176 -0.65300 3.76609 -0.1 -0.1 0.0
N 2.72875 -0.91918 2.83574 0.3 0.4 -0.4
C 3.02948 -3.33436 4.20018 -0.1 0.0 -0.2
O 1.47057 -2.01689 1.23234 -0.1 0.1 0.1
C -2.90515 2.93631 1.50101 0.0 0.0 -0.2
C -1.31920 -1.03353 2.92733 -0.1 0.1 0.0
Pd -0.12272 0.29169 -0.51174 -0.6 0.9 -1.1
H -3.41161 4.14010 3.26296 -0.1 0.0 -0.1
C 0.55117 1.72670 0.93790 -0.6 -0.5 0.0
H 1.14990 3.65060 1.70640 0.0 0.0 0.0
H -3.90582 -1.26166 3.79749 0.0 0.0 0.0
H 0.85715 3.64154 -0.04793 0.0 0.0 0.0
H -3.02915 1.72387 -0.32285 0.0 0.0 0.0
N 2.69964 2.80604 0.53634 0.4 -0.1 0.2
N 3.16525 0.75160 -0.66920 0.5 0.0 0.1
C -1.75726 2.27104 4.27489 -0.2 0.1 0.1
H -4.60904 2.89214 2.88328 0.0 0.1 0.0
C 2.00451 -4.48980 2.27984 0.0 0.1 0.0
N 2.43083 -3.23911 2.88319 0.0 0.0 0.0
H -1.33989 3.28281 4.32068 0.0 -0.1 0.0
C 3.62474 3.66804 1.25059 -0.1 -0.1 -0.1
H -3.33995 -1.75500 1.43090 0.0 0.0 0.0
```
Positions in Å, forces in eV/Å.

Output
Net charge = -1
Frontier orbital gap (alpha / beta) = 0.1927 / 0.1950 hartree
Multiplicity = 3
Relative energy (zero: lowest compared OMol25 entry of this formula, charge and spin) = 74.87 kcal/mol

(3)
Entry from the Open Molecules 2025 dataset: a molecular structure, C13H23DyN5OPS3 in a non-equilibrium geometry (the ωB97M-V functional and the def2-TZVPD basis).

```
47
Properties=species:S:1:pos:R:3:forces:R:3
H -1.56608 -0.24895 -2.24114 0.0 -0.1 0.0
H -4.56976 1.49719 -2.62390 0.0 0.0 0.0
H -0.51943 3.45062 2.42299 0.0 0.1 0.0
C 3.56475 2.71754 2.82066 0.0 0.0 -0.2
H 2.44303 -4.02695 -2.07058 0.0 0.0 0.0
N 0.96473 -1.68618 -0.17491 0.2 -0.3 -0.4
H -4.98178 1.66996 -0.90156 0.0 0.0 0.0
C -4.30513 1.18957 -1.61026 -0.1 0.0 0.0
H 3.48627 -4.56108 0.14498 0.0 0.0 0.0
C -0.04085 2.59845 2.89726 0.3 0.1 0.0
S 1.02048 -0.97102 2.40187 -0.2 0.1 -0.1
N 1.38260 2.56390 2.59432 -0.2 0.1 0.2
C 1.51340 -1.96579 1.02741 -0.1 0.2 -0.2
H -1.89198 1.01028 -3.41315 0.0 0.0 0.0
O -2.25589 1.27013 0.20326 -0.7 0.6 -0.4
C 1.30297 -2.42650 -1.24737 0.0 0.1 0.0
C -2.41175 -2.21786 2.03918 0.0 0.2 -0.2
H 2.85504 -3.20639 2.13601 0.0 0.0 0.0
Dy -0.60714 -0.07099 0.48613 1.1 -1.0 1.2
C 1.89408 2.32583 1.37729 0.0 0.1 0.1
H -0.16815 2.65134 3.97386 0.0 0.0 0.0
C -1.54430 0.83357 -2.39396 -0.1 0.1 0.0
S 1.04793 2.03685 -0.08885 0.1 0.2 -0.1
H -2.41582 -3.38023 3.72117 0.0 0.0 0.0
C 2.40828 2.80664 3.50182 -0.2 -0.1 -0.1
N -2.28945 -1.03535 2.73060 -0.4 0.1 -0.1
N 3.22029 2.42952 1.51168 0.3 -0.1 0.0
P -2.64109 1.67627 -1.23231 -0.1 0.0 0.1
H 0.83412 -2.15806 -2.18579 0.0 0.0 0.0
H -0.52663 1.22343 -2.32602 0.1 0.0 0.0
H -0.51213 1.68620 2.54441 -0.1 -0.1 0.1
H 3.86040 2.30396 0.74311 0.0 0.0 0.0
C 2.42862 -3.00758 1.16320 0.1 0.0 0.1
C 2.19712 -3.46230 -1.18267 0.1 -0.1 0.0
H 2.22087 3.01322 4.54159 0.0 0.0 -0.1
H 4.58404 2.83682 3.14393 0.0 0.0 0.0
H -1.42389 3.70395 -1.28232 0.0 0.0 0.0
H -3.12083 3.94518 -0.79745 0.0 0.0 0.0
C 2.77125 -3.75226 0.05381 0.0 0.0 0.0
N -2.40588 -3.34598 2.71282 0.1 -0.1 0.0
C -2.45709 3.42053 -1.48586 0.0 0.1 0.0
H -2.72044 3.68557 -2.51137 0.0 0.0 0.0
H -2.38237 -4.22009 2.20980 0.0 0.0 0.0
H -4.39970 0.10687 -1.51740 0.0 0.0 0.0
S -2.49313 -2.18042 0.34565 0.0 -0.1 0.0
H -2.96024 -0.33056 2.44844 0.0 0.0 0.0
H -2.19067 -1.10546 3.73531 0.1 0.1 0.0
```
Positions in Å, forces in eV/Å.

Output
Net charge = +2
Frontier orbital gap (alpha / beta) = 0.2441 / 0.3085 hartree
Multiplicity = 6
Relative energy (zero: lowest compared OMol25 entry of this formula, charge and spin) = 44.45 kcal/mol

(4)
Entry from the Open Molecules 2025 dataset: a molecular structure, C14H17Cl2NPb in a non-equilibrium geometry (the ωB97M-V functional and the def2-TZVPD basis).

```
35
Properties=species:S:1:pos:R:3:forces:R:3
H 2.58291 0.67568 0.11610 -0.9 0.1 0.6
C -1.62004 -3.82475 1.96524 -0.2 -0.7 0.3
H -1.76647 -4.34557 -0.11008 -0.1 -0.2 0.4
C 1.86125 1.51591 0.13273 2.9 -2.2 2.6
Pb -0.20831 0.08469 -1.80050 -1.7 -2.4 -0.3
H 0.28258 4.93112 -0.78967 0.4 -0.1 -0.1
C -2.12503 -5.58337 3.55290 0.1 0.2 -0.2
H -2.20548 -5.92765 4.58456 0.0 0.1 -0.3
C 0.37892 -0.31002 -3.93432 1.8 3.4 0.9
C 1.92130 2.48573 1.25780 1.2 2.4 -0.2
H 0.14424 3.66689 1.30455 0.6 0.6 -0.3
H -2.50266 -6.68300 0.33772 0.1 0.2 0.3
C -1.89240 -4.70409 0.91469 0.0 -0.1 -0.4
Cl -2.34220 2.03873 -1.41355 -1.1 -2.2 -0.6
H 0.98371 -1.12062 -4.34611 -0.7 -0.3 0.6
H -1.51752 -3.57610 4.11012 -0.1 -0.2 -0.2
H 1.65186 4.69338 1.35728 -0.5 -0.7 -0.1
H -0.07411 0.35465 -4.68262 -0.4 -0.7 0.2
N -0.91895 -1.36307 1.44733 -0.9 -3.3 0.8
Cl -0.59760 -2.68131 -1.56030 0.3 1.7 -0.1
C 0.79688 1.60075 -0.56548 -0.5 0.7 -4.0
H 1.97481 4.30937 -1.14695 -0.8 0.1 0.6
C 1.16521 3.81422 0.87834 -0.5 0.2 0.1
C 0.98259 4.09713 -0.65525 1.3 -0.8 0.6
C 0.40709 2.84100 -1.29739 -3.5 1.1 2.0
H 0.49022 2.89094 -2.37952 0.5 -0.7 -0.2
C -1.73554 -4.26508 3.29219 -0.1 -0.2 0.1
H 2.94513 2.72316 1.63908 -0.6 -0.4 -0.5
H 1.17628 0.46373 -3.50894 -0.4 -1.2 -1.5
H -0.74294 2.77235 -1.13436 2.4 1.5 -0.4
C -2.40849 -6.45588 2.49512 0.1 0.2 0.0
C -2.29017 -6.01521 1.17463 0.1 0.2 0.2
H -2.72040 -7.48034 2.69925 0.1 0.3 0.0
H 1.36653 2.03015 2.07669 0.2 -0.1 0.1
C -1.23213 -2.47704 1.68233 1.0 3.7 -0.7
```
Positions in Å, forces in eV/Å.

Output
Frontier orbital gap = 0.2326 hartree

no.,calculated total energy (hartree)
1,-420.01681
2,-2609.83881
3,-3278.84199
4,-1711.46483